Record 1
Formula: C26H45AuN5O5P
Source: the Open Molecules 2025 dataset
Level of theory: the ωB97M-V functional and the def2-TZVPD basis

Calculated values
Frontier orbital gap (alpha / beta) = 3.7 / 3.0 eV

Structure (ORCA input):
```
! RIJCOSX wB97M-V def2-TZVPD def2/J DEFGRID3
* xyz 2 1
Au -1.012 -0.446 1.118
C 4.579 -2.489 5.032
O 3.378 -2.437 5.774
C 2.216 -2.140 5.210
C 1.122 -2.119 6.114
C -0.136 -1.879 5.660
C -0.421 -1.631 4.295
C -1.776 -1.513 3.884
C -2.874 -1.691 4.903
O -2.182 -1.268 2.723
C 0.692 -1.561 3.377
O 0.621 -1.276 2.122
C 1.985 -1.843 3.878
H 5.349 -2.770 5.751
H 4.817 -1.514 4.603
H 4.529 -3.244 4.246
H 1.325 -2.303 7.155
H -0.939 -1.872 6.376
H -2.830 -2.687 5.336
H -3.837 -1.560 4.417
H -2.771 -0.951 5.693
H 2.787 -1.813 3.157
O 0.217 0.135 -0.671
P 1.244 0.084 -1.731
N 1.270 1.611 -2.432
C 0.246 2.604 -2.137
C 0.312 3.567 -3.315
C 1.802 3.550 -3.654
C 2.154 2.072 -3.491
N 2.755 -0.282 -1.157
C 3.960 -0.681 -1.866
C 5.107 -0.242 -0.958
C 4.489 -0.346 0.434
C 3.070 0.161 0.201
N 0.879 -1.056 -2.888
C -0.533 -1.323 -3.147
C -0.513 -2.429 -4.194
C 0.742 -2.100 -4.998
C 1.719 -1.650 -3.915
H 0.489 3.119 -1.199
H -0.724 2.119 -2.004
H -0.051 4.558 -3.059
H -0.270 3.183 -4.155
H 2.358 4.157 -2.939
H 2.014 3.912 -4.657
H 3.202 1.911 -3.228
H 1.944 1.528 -4.420
H 4.024 -0.230 -2.858
H 3.963 -1.770 -1.988
H 5.391 0.789 -1.169
H 5.984 -0.872 -1.080
H 5.019 0.248 1.172
H 4.475 -1.387 0.758
H 3.037 1.256 0.256
H 2.331 -0.239 0.899
H -1.022 -0.421 -3.539
H -1.035 -1.602 -2.219
H -1.411 -2.438 -4.804
H -0.406 -3.400 -3.712
H 0.543 -1.284 -5.694
H 1.116 -2.949 -5.561
H 2.465 -0.946 -4.290
H 2.247 -2.513 -3.492
C -5.906 1.205 -1.068
N -4.459 1.183 -1.012
C -3.850 0.836 -2.279
C -3.693 1.144 0.110
O -2.565 0.584 0.009
N -4.103 1.776 1.224
C -3.418 1.603 2.482
C -5.181 2.741 1.298
H -6.243 0.420 -1.747
H -6.277 2.156 -1.457
H -6.349 1.013 -0.097
H -4.217 1.526 -3.039
H -4.106 -0.183 -2.576
H -2.772 0.919 -2.193
H -2.610 0.888 2.364
H -4.130 1.236 3.223
H -2.998 2.550 2.828
H -5.359 3.210 0.336
H -4.889 3.515 2.005
H -6.101 2.283 1.667
*
```

***

Record 2
Formula: C26H46AlBCl5F2N4O10
Source: the Open Molecules 2025 dataset
Level of theory: the ωB97M-V functional and the def2-TZVPD basis

Calculated values
Frontier orbital gap = 2.4 eV

Structure (ORCA input):
```
! RIJCOSX wB97M-V def2-TZVPD def2/J DEFGRID3
* xyz -1 1
C 5.018 2.148 0.462
N 4.014 1.686 1.406
C 2.639 1.528 0.908
B 2.299 0.144 0.066
C 3.439 -1.012 0.150
C 3.525 -1.796 1.287
C 4.507 -2.770 1.296
C 5.295 -2.909 0.170
N 5.226 -2.180 -0.930
C 4.292 -1.225 -0.915
O 1.835 0.500 -1.331
C 0.485 0.357 -1.417
Cl 0.322 0.070 -3.300
C -0.127 1.696 -1.012
C -1.658 1.755 -0.940
F -2.039 1.992 0.371
C 0.240 -0.900 -0.472
C 0.738 -2.140 -1.253
N -0.247 -2.740 -2.148
C -1.156 -1.135 0.093
C -1.186 -2.207 1.181
O -1.295 -3.540 0.662
C -0.466 -4.439 1.272
C 0.355 -5.343 0.415
O -0.427 -4.518 2.472
O 1.049 -0.526 0.584
H 4.569 2.847 -0.232
H 5.509 1.334 -0.063
H 5.766 2.697 1.029
H 3.948 2.556 2.185
H 2.443 2.358 0.229
H 1.963 1.613 1.757
H 2.857 -1.658 2.122
H 4.648 -3.405 2.154
H 6.044 -3.691 0.183
H 4.217 -0.600 -1.796
H 0.189 2.420 -1.777
H 0.264 2.068 -0.072
H -2.132 0.836 -1.277
H -2.064 2.607 -1.497
H 1.079 -2.872 -0.532
H 1.612 -1.887 -1.848
H -0.985 -2.114 -2.421
H -0.606 -3.612 -1.803
H -1.558 -0.250 0.578
H -1.886 -1.441 -0.656
H -2.069 -2.034 1.794
H -0.340 -2.115 1.854
H 0.559 -6.273 0.926
H -0.075 -5.522 -0.563
H 1.307 -4.845 0.238
C 2.749 2.142 -5.382
Cl 3.645 3.155 -4.259
Cl 1.560 3.123 -6.286
Cl 3.826 1.313 -6.491
H 2.213 1.397 -4.809
Al -0.991 2.094 -3.992
C -5.606 5.817 -0.765
O -5.462 4.546 -0.168
C -4.177 4.296 0.399
C -4.219 4.315 1.911
N -4.443 5.659 2.426
C -4.785 5.723 3.845
C -6.026 4.986 4.339
O -7.258 5.535 3.909
C -7.654 5.180 2.599
H -6.514 5.796 -1.367
H -5.711 6.612 -0.019
H -4.759 6.050 -1.419
H -3.427 4.997 0.017
H -3.889 3.294 0.084
H -3.269 3.935 2.297
H -5.011 3.620 2.219
H -5.190 6.093 1.901
H -4.916 6.780 4.090
H -3.923 5.372 4.421
H -6.035 5.078 5.428
H -5.990 3.911 4.128
H -7.360 4.159 2.343
H -7.256 5.881 1.860
H -8.742 5.248 2.555
C 2.309 -8.177 -1.795
C 3.647 -7.874 -2.394
O 3.422 -6.557 -2.996
C 2.402 -5.989 -2.350
O 2.060 -4.846 -2.475
O 1.788 -6.860 -1.516
H 2.398 -8.773 -0.890
H 1.625 -8.673 -2.494
H 4.426 -7.810 -1.624
H 3.952 -8.593 -3.149
F 4.032 3.302 3.049
O 4.823 -9.024 -0.196
H 5.468 -8.629 0.402
Cl 4.330 0.878 3.026
*
```

***

Record 3
Formula: C26H46AuO2P2
Source: the Open Molecules 2025 dataset
Level of theory: the ωB97M-V functional and the def2-TZVPD basis

Calculated values
Frontier orbital gap (alpha / beta) = 3.6 / 3.1 eV
<S²> = 2.064

Structure (ORCA input):
```
! RIJCOSX wB97M-V def2-TZVPD def2/J DEFGRID3
* xyz 1 3
Au -1.812 -1.492 -2.805
C -0.062 -3.010 2.656
C 1.285 -3.053 2.275
C 1.013 -1.321 3.717
C -0.228 -1.935 3.535
C 1.953 -2.001 2.918
C -1.122 -3.986 2.240
H -0.923 -4.366 1.236
H -2.105 -3.508 2.251
H -1.156 -4.843 2.926
C -1.511 -1.492 4.204
H -2.328 -2.163 3.942
H -1.780 -0.476 3.893
H -1.393 -1.493 5.292
C 1.284 -0.161 4.615
H 0.877 -0.346 5.619
H 0.814 0.753 4.230
H 2.358 0.016 4.699
C 3.415 -1.680 2.814
H 3.992 -2.188 3.599
H 3.583 -0.604 2.918
H 3.809 -2.006 1.847
C 1.915 -4.084 1.377
H 2.178 -4.990 1.936
H 2.827 -3.695 0.922
H 1.218 -4.372 0.585
C -2.037 0.362 -3.925
C -2.242 -0.921 -4.595
C -1.124 -1.515 -5.414
C 0.171 -1.986 -4.638
C 0.156 -1.812 -3.103
C -0.028 -0.520 -2.498
C 0.353 0.661 -3.337
C -0.815 1.139 -4.228
H -0.881 -0.883 -6.279
H 1.021 -1.575 -5.228
H -1.585 -2.425 -5.865
H -0.528 1.021 -5.278
H -2.813 0.968 -3.412
H -3.290 -1.215 -4.765
H -0.901 2.226 -4.167
H 0.690 1.463 -2.659
H -0.429 -0.218 -1.485
H 1.149 0.368 -4.027
H 0.277 -3.069 -4.975
H 0.821 -2.594 -2.615
P -1.618 3.407 -1.825
P 1.427 2.794 0.345
C -0.114 4.318 -1.538
C 1.261 3.744 -1.108
H -0.754 4.910 -0.763
H -0.107 4.732 -2.607
H 1.786 3.293 -1.955
H 1.761 4.709 -0.945
C 1.912 4.056 1.512
H 2.248 3.586 2.436
H 1.075 4.730 1.728
H 2.733 4.640 1.080
C 2.612 1.492 0.148
H 3.558 1.945 -0.168
H 2.301 0.762 -0.609
H 2.787 0.949 1.083
C -2.649 2.167 -0.601
H -2.468 1.064 -0.532
H -3.686 2.268 -1.003
H -2.611 2.629 0.406
C -2.277 -1.759 -0.731
H -1.769 -1.393 0.203
H -2.204 -2.873 -0.807
H -3.345 -1.437 -0.763
C -1.602 2.269 2.775
O -0.836 2.890 1.720
C 0.011 1.969 1.167
O -0.122 0.757 1.307
H -2.303 1.567 2.320
H -2.147 3.077 3.299
H -0.927 1.761 3.478
*
```